# 1
C19H37FNO20S2 | ωB97M-V/def2-TZVPD

Summary:
2S+1: 1
M, g/mol: 682.6
E_tot, eV: -87132.4769
HOMO energy, eV: -6.23
Gap between HOMO and LUMO, eV: 8.24
Lowest unoccupied orbital energy, eV: 2.01
Net charge: -1

Structure (XYZ):
```
80
Properties=species:S:1:pos:R:3:forces:R:3:mulliken_charge:R:1
O 2.041510 3.216465 1.623005 -0.01 -0.01 -0.01 -0.59
H -3.704332 9.082130 7.425250 -0.01 0.00 0.00 0.29
C 4.645835 3.457399 1.400008 0.04 -0.01 -0.01 -0.67
O -3.942562 1.081694 1.761520 0.01 0.01 0.12 -0.37
O -2.013300 2.197498 2.126582 -0.06 0.01 0.10 -0.52
C 0.780665 0.858150 1.296808 0.02 -0.06 -0.05 -0.60
O 10.019013 -1.032479 1.604760 -0.02 -0.01 0.00 -0.32
O 1.128571 -4.068514 -3.008210 -0.01 0.03 -0.01 -0.66
F -2.032610 -4.699691 -3.595015 0.02 -0.21 -0.02 -0.33
H -2.007816 -2.689488 -3.737724 0.06 0.01 -0.02 0.26
H -2.789145 4.342897 3.426369 0.02 -0.01 -0.01 0.28
C 6.872563 -2.545513 1.656025 -0.05 0.00 0.02 -0.58
H 0.579965 -0.190710 1.106739 -0.01 0.02 0.02 0.24
H -4.748306 -5.247139 -4.932398 0.01 0.01 0.00 0.26
H 11.722480 -2.219151 1.489462 -0.01 -0.01 -0.01 0.29
H -6.572554 5.440131 5.217231 0.00 0.01 0.01 0.33
C -2.404123 -3.459010 -3.079996 -0.01 0.09 -0.01 -0.09
H 0.445912 1.162046 2.285082 0.00 0.02 0.00 0.33
H -2.710038 -0.368106 2.598714 0.05 -0.02 -0.02 0.30
C -1.896496 -3.311080 -1.655767 -0.07 -0.05 0.04 -0.92
O 2.214516 1.002262 1.189482 0.01 0.01 -0.01 -0.25
H 11.928638 -0.449933 1.357659 0.00 0.00 0.00 0.21
O 9.341793 -3.000388 0.731312 -0.02 0.01 0.01 -0.54
H -2.681630 4.694988 1.690183 0.02 -0.04 0.00 0.36
O -5.664309 7.495895 6.639378 0.01 0.00 0.00 -0.55
O -4.043198 -3.627644 -6.860169 0.01 -0.01 0.00 -0.53
C 11.315310 -1.299634 1.071560 0.02 0.02 0.01 -0.63
H -4.137184 5.170716 2.608140 0.00 -0.01 0.00 0.17
C 9.114167 -1.989095 1.345051 0.04 -0.01 0.00 0.79
C -3.172984 -0.134694 1.641562 -0.05 0.01 -0.09 -0.36
H -3.492405 -3.429912 -3.110418 -0.05 0.11 -0.04 0.23
H -2.587481 9.477367 6.088688 0.00 0.00 0.00 0.22
O 7.961376 -1.627600 1.880809 0.00 0.02 -0.01 -0.31
H -2.412238 -0.052296 0.871716 -0.03 0.03 0.03 0.15
H 4.457611 3.856177 2.396162 -0.01 0.00 0.00 0.30
O -4.034033 3.197893 2.211428 -0.02 0.00 0.00 -0.37
H -3.891645 -0.901716 1.370943 0.00 0.00 0.00 0.20
C -4.458180 -4.594275 -7.441639 -0.07 0.02 -0.01 0.79
C -4.718144 -3.357962 -9.387385 -0.01 -0.01 -0.03 -0.62
N 0.411527 -1.861072 -2.021172 -0.23 -0.05 -0.30 -0.39
C 2.928698 -2.345883 -2.269970 0.07 -0.20 0.04 -0.60
H -2.710926 -3.259662 -0.934758 -0.05 -0.07 0.01 0.47
C 4.024694 -3.236099 -1.753842 -0.02 -0.04 0.05 -0.03
H -4.428330 -6.966373 -5.292485 0.01 0.00 0.00 0.26
O -1.780756 -0.762130 -2.058997 0.05 0.01 0.11 -0.79
C -3.212957 2.151848 2.040566 0.05 -0.02 -0.12 0.78
O 4.756216 -2.944236 -0.841683 -0.01 0.01 -0.17 -0.49
O -0.962785 -1.653347 0.080473 -0.03 -0.09 0.06 -0.65
O 1.423711 -3.726913 -0.607438 -0.01 0.07 0.03 -0.66
H 2.968070 -1.362490 -1.813267 -0.04 -0.01 0.10 0.32
H 5.707795 3.273850 1.261490 0.00 0.00 0.00 0.20
C -4.198802 -5.941011 -5.565461 -0.03 -0.03 0.03 -0.60
H 7.113659 -3.517589 2.081940 0.00 0.00 -0.02 0.30
H -5.065117 -3.527667 -10.402463 0.00 0.00 0.00 0.21
H -5.443433 4.058258 5.253892 0.00 0.00 -0.01 0.20
C -3.355741 4.423402 2.500446 -0.04 0.08 0.03 -0.62
H 4.285628 4.170710 0.659689 -0.01 0.00 0.00 0.29
C -3.561813 9.074039 6.346123 0.03 0.01 -0.01 -0.64
C -5.712170 5.001620 5.719096 0.01 -0.05 -0.03 -0.70
O -4.848028 -4.617352 -8.723127 0.02 0.00 0.02 -0.33
H 2.975232 -2.296218 -3.357275 0.02 0.14 -0.02 0.32
H -5.328451 -2.600945 -8.897911 0.01 0.00 0.01 0.29
O -4.623579 -5.810389 -6.933241 0.04 -0.01 -0.02 -0.32
H 4.127137 -4.209842 -2.271130 -0.04 0.02 0.07 0.39
H 6.659533 -2.645982 0.596492 0.03 0.00 -0.01 0.33
H -1.264887 -4.159958 -1.396092 0.12 0.07 0.03 0.37
C 2.676489 2.222722 1.370675 0.05 0.02 0.02 0.71
C -4.692649 7.063551 6.073556 -0.02 0.00 0.01 0.77
O -4.562136 5.842069 5.565898 0.03 0.01 -0.02 -0.24
S -1.021847 -1.777798 -1.360569 0.01 0.09 0.02 1.23
H -5.940152 4.858164 6.773481 -0.01 0.01 0.00 0.34
O -3.561803 7.732946 5.849538 -0.01 -0.01 0.00 -0.30
H -3.134795 -5.746326 -5.465527 0.00 0.04 -0.02 0.30
O 4.014182 2.191736 1.232785 -0.03 0.00 -0.01 -0.26
H -3.679933 -3.030862 -9.389472 0.00 0.00 0.01 0.30
H -4.351545 9.656253 5.874695 -0.01 0.00 0.01 0.29
H 11.274755 -1.389595 -0.012829 0.00 -0.01 0.00 0.29
S 1.337263 -3.131671 -1.923878 0.21 -0.01 0.07 0.98
H 6.018908 -2.106912 2.161411 0.00 0.01 -0.01 0.22
H 0.283955 1.469443 0.547418 0.01 0.04 0.01 0.30
```
Positions in Å, forces in eV/Å.

***

# 2
C27H24F3IN5O2PRuS | ωB97M-V/def2-TZVPD

Summary:
2S+1: 2
M, g/mol: 798.5
E_tot, eV: -78887.3023
HOMO energy (alpha / beta), eV: -11.05 / -11.03
Gap between HOMO and LUMO (alpha / beta), eV: 6.54 / 7.11
Lowest unoccupied orbital energy (alpha / beta), eV: -4.50 / -3.92
Net charge: +1

Structure (XYZ):
```
65
Properties=species:S:1:pos:R:3:forces:R:3:nbo_charge:R:1
C 3.863295 -0.877860 -1.810839 0.10 -0.16 0.01 -0.20
N 0.155243 2.435174 0.952462 -0.04 -0.83 -0.10 -0.45
H 3.100177 1.064900 -2.243553 0.04 0.17 -0.02 0.21
C 1.522488 -0.370030 -1.969471 -0.10 -0.04 0.04 -0.40
C -0.327706 -3.746133 3.854560 -0.03 0.14 -0.07 -0.18
C 1.213410 -1.707102 -1.678087 -0.04 0.10 -0.27 -0.21
H 1.214811 -4.734869 2.739466 0.09 -0.06 -0.04 0.24
C -0.771266 -0.711505 -4.149360 0.07 0.11 0.10 -0.23
C 1.885584 3.761244 1.895372 -0.15 0.01 -0.11 -0.22
H -0.363708 -4.479772 4.644580 -0.01 -0.05 0.08 0.24
H 1.205660 2.015404 -3.765175 -0.07 -0.13 0.10 0.26
H 1.321187 5.050368 3.517036 0.01 0.04 0.04 0.24
C -0.724277 2.959882 1.822531 0.64 0.33 0.05 0.16
H 2.071454 2.396103 0.232407 0.08 -0.10 0.13 0.21
C 1.988541 0.110805 2.031315 0.38 0.18 1.28 0.69
H 2.931825 4.015814 1.909221 0.11 0.10 -0.03 0.24
N -3.514599 0.885039 0.951893 -1.50 0.35 0.34 -0.42
H 4.354186 -2.910188 -1.374339 0.07 -0.09 -0.03 0.23
H 0.253840 -1.021616 -4.299142 0.03 -0.06 -0.02 0.23
N -4.919424 -0.710465 0.136910 -0.28 -0.15 -0.10 -0.77
C -3.685492 -0.248058 0.329259 1.40 0.14 0.05 0.31
F 4.045910 -0.911520 2.722151 -0.10 -0.09 -0.09 -0.31
H -1.707240 -0.828794 2.827671 0.00 -0.16 0.07 0.21
N -2.285179 1.339447 1.124298 2.44 -1.09 -0.70 -0.16
H 4.891894 -0.552770 -1.824295 0.10 0.01 -0.05 0.23
F 4.110208 1.169825 2.133875 -0.02 0.08 -0.20 -0.33
C -1.772315 -1.170876 -4.988459 -0.04 -0.07 -0.12 -0.19
H -2.646018 1.241522 -2.110518 -0.10 -0.05 -0.01 0.22
C 0.987231 4.325754 2.789518 0.06 -0.20 -0.08 -0.13
C -1.084961 -1.718519 2.839626 -0.38 -0.11 0.49 0.03
H -1.073631 4.343564 3.424750 -0.04 0.05 0.05 0.24
C 3.557992 -2.204570 -1.554208 0.02 0.07 0.03 -0.17
C -3.406671 0.093543 -3.762598 -0.02 0.12 -0.05 -0.21
C 2.235306 -2.623427 -1.505964 -0.01 -0.03 -0.02 -0.20
H -5.706449 -0.232669 0.541796 0.01 0.03 -0.01 0.42
N -0.253085 -1.880681 1.821492 -0.26 1.16 -0.38 -0.46
H -4.428855 0.403286 -3.613243 -0.12 0.05 0.01 0.22
H 1.226907 -2.987707 0.946810 0.07 -0.01 0.01 0.22
C 2.852058 0.036500 -2.033247 -0.32 -0.02 -0.06 -0.13
Ru -0.324275 0.113575 0.461247 -1.92 1.28 0.25 0.85
H 2.007431 -3.667641 -1.333266 -0.03 0.00 0.03 0.22
C -1.157390 -2.634442 3.875431 -0.31 0.10 0.27 -0.17
C 0.721233 2.309356 -2.832342 -0.15 0.16 0.77 -0.93
C -1.094765 0.154784 -3.112572 0.07 0.23 0.31 -0.29
C -0.340294 3.933768 2.747280 -0.20 -0.30 -0.39 -0.20
H -5.045956 -1.596241 -0.322728 -0.09 0.08 0.08 0.42
H -2.903516 3.044217 2.127817 -0.04 -0.22 -0.08 0.22
C 0.550849 -3.887639 2.794209 -0.10 0.13 -0.10 -0.22
C 0.556978 -2.927363 1.792851 0.24 -0.25 -0.12 0.05
C -2.078648 2.463262 1.720215 -0.46 -0.52 -0.06 0.05
O 2.041282 -0.308213 0.867334 -0.83 -0.13 -1.49 -0.69
H -1.526333 -1.841526 -5.797870 0.03 -0.05 -0.06 0.23
H -3.861293 -1.133189 -5.454880 -0.05 -0.05 -0.05 0.23
S -2.400002 -1.253582 -0.302787 1.56 0.58 0.16 -0.09
C -3.085440 -0.772378 -4.796743 0.02 -0.01 0.04 -0.18
H -0.153861 2.921862 -3.054322 0.05 -0.04 0.01 0.26
C 1.414935 2.835378 0.975257 0.29 0.41 0.10 0.06
C -2.413411 0.561292 -2.923617 0.16 0.10 -0.05 -0.20
I -2.537061 -2.319396 5.429257 0.30 -0.06 -0.30 0.20
C 3.363115 0.237411 2.753969 0.06 0.00 0.20 0.89
O 0.969279 0.459500 2.636799 -0.32 0.16 0.02 -0.67
H 0.170783 -2.022331 -1.614131 0.22 0.01 -0.07 0.23
H 1.406250 2.891269 -2.217899 0.05 0.05 -0.05 0.25
F 3.252842 0.612782 4.027657 -0.20 -0.07 -0.09 -0.30
P 0.148936 0.806441 -1.952667 -0.44 -1.35 0.34 1.12
```
Positions in Å, forces in eV/Å.

***

Q: Among the records above, which one has the highest 2S+1?
A: C27H24F3IN5O2PRuS

***

Q: The lowest net charge belongs to which entry?
A: C19H37FNO20S2

***

Q: What is the 2S+1 in the second record?
A: 2

***

Q: net charge of number 1 (C19H37FNO20S2)?
A: -1